Molecular formula: C12H42O9
Method: DFT, ωB97M-V/def2-TZVPD

Values from the calculation:
2S+1: 1
energy above the lowest of the compared OMol25 structures with the same formula, charge and spin: 89.5 kJ/mol
total energy: -1159.53253 Ha
Kohn-Sham gap: 10.078 eV

XYZ file:
```
63
Properties=species:S:1:pos:R:3:mulliken_charge:R:1
C -3.04985 -1.94335 -2.27271 -1.028
C -4.32953 -1.21345 -2.59503 0.720
C -5.32240 -2.05818 -3.39536 -1.403
O -4.89030 -0.79949 -1.28626 -0.712
H -2.34767 -1.96868 -3.11015 0.385
H -3.23462 -2.96961 -1.94751 0.370
H -2.52495 -1.43132 -1.45747 0.047
H -4.05876 -0.29895 -3.14523 0.110
H -5.63331 -2.95047 -2.86560 0.348
H -4.89133 -2.24557 -4.38208 0.357
H -6.23543 -1.46757 -3.56545 0.386
H -5.59640 -0.15167 -1.45437 0.353
C 1.83307 1.49221 -2.13619 -1.135
C 1.94419 2.93035 -2.00867 0.691
C 0.56948 3.54032 -1.83488 -1.166
O 2.74939 3.21257 -0.84246 -0.437
H 2.75057 0.94362 -2.39805 0.311
H 1.09679 1.16087 -2.86777 0.391
H 1.57216 1.02579 -1.17759 0.055
H 2.40283 3.40065 -2.87971 0.294
H 0.02939 3.14205 -0.96758 0.120
H -0.09949 3.45460 -2.69081 0.368
H 0.65404 4.60758 -1.57708 0.365
H 3.13946 4.08307 -0.96357 0.266
C 3.63968 0.28598 0.91845 -0.885
C 4.45934 1.04030 1.95118 0.616
C 4.31852 0.45632 3.31234 -0.999
O 5.88685 0.93732 1.56084 -0.571
H 2.55208 0.40226 1.03018 0.063
H 3.77267 -0.80079 0.99850 0.489
H 3.93792 0.61208 -0.07515 0.147
H 4.16730 2.09679 1.88364 0.235
H 3.44233 0.83172 3.83815 -0.075
H 5.18786 0.73678 3.91349 0.360
H 4.34133 -0.62985 3.24578 0.323
H 6.21733 1.79009 1.27812 0.313
C -1.08597 -2.84461 2.03768 -0.718
C -0.70411 -4.32376 1.93864 0.291
C 0.19020 -4.58910 0.74063 -1.064
O -0.07055 -4.79032 3.14426 -0.560
H -1.83258 -2.69443 2.80729 0.346
H -1.31643 -2.43300 1.05470 0.022
H -0.16886 -2.30351 2.31910 0.209
H -1.57632 -4.98117 1.84870 0.278
H 0.64950 -5.57021 0.83867 0.346
H 1.04058 -3.88281 0.79974 0.182
H -0.32564 -4.42224 -0.19885 0.316
H 0.71012 -4.25199 3.32707 0.340
O -2.46661 2.31802 -2.83051 -0.615
H -1.92884 1.53923 -3.03264 0.261
H -2.81386 2.16081 -1.89174 0.362
O 0.68415 1.21125 4.20780 -0.608
H 1.56733 1.58344 4.32679 0.310
H 0.21859 1.88431 3.69118 0.288
O 1.34198 2.85744 1.65294 -0.475
H 1.41780 3.80582 1.82087 0.246
H 2.01240 2.68403 0.93138 0.150
O -1.02306 0.23065 0.31563 -0.467
H -0.52164 0.72280 0.99764 0.217
H -1.18323 0.88305 -0.38513 0.226
O -3.75197 1.65136 -0.38730 -0.744
H -4.05491 0.73354 -0.64164 0.457
H -3.45867 1.56701 0.53313 0.329
```